A cluster of 10 separate species, C50H124N17O14P5 in total. Source: the OMol25 dataset; level of theory: the ωB97M-V functional and the def2-TZVPD basis.

The net charge is -1. Its expectation value of S² is 0.751. As for the multiplicity: 2. The value obtained for the HOMO-LUMO gap (alpha / beta) is 1.20 / 7.72 eV. The highest occupied orbital energy (alpha / beta) comes out at 0.55 / -6.05 eV. For the total energy, the calculation gives -5670.3953 Eh. For the LUMO energy (alpha / beta), the calculation gives 1.75 / 1.66 eV.

Last column: Löwdin spin population.
Cartesian coordinates (Å):
1 P -1.9032 -5.0101 0.1434  0.00
2 P 5.3023 -0.0923 -5.6573  0.00
3 P -2.5788 -1.0191 6.2415  0.00
4 P -5.5079 0.0428 -0.1014  0.00
5 P 1.6156 5.2547 3.4258  0.00
6 O 6.3203 0.3997 0.5347  0.00
7 O -1.5256 5.0709 -2.1465  0.01
8 O 5.7143 0.8732 -6.6536  0.00
9 O -3.2210 -4.2939 0.0173  0.00
10 O -1.5478 -2.0955 6.2862  0.00
11 O -6.0778 1.3662 -0.1653  0.01
12 O 4.1150 -0.0265 0.7189  0.00
13 O 2.7710 4.8457 2.5107  0.00
14 O -0.7748 3.8653 -3.9297  0.00
15 O -3.6964 3.1084 -6.3470  0.00
16 O 0.6435 4.9353 -2.3005  0.00
17 O 5.4818 -1.6713 0.2245  0.00
18 O -3.4937 0.9020 -6.8407  0.00
19 O -1.9038 2.1174 -5.7674  0.00
20 N 0.6891 0.8421 -1.8909  0.00
21 N 4.5198 0.6896 -4.4069  0.00
22 N 4.2153 -5.1390 -1.3715  0.00
23 N 1.8763 6.7787 4.2477  0.00
24 N -4.1576 -1.6032 6.3356  0.00
25 N 1.2883 4.1800 4.6963  0.00
26 N 6.6896 -0.9695 -5.0699  0.00
27 N -1.9620 -6.7555 0.3461  0.00
28 N -5.8874 -0.9769 -1.4433  0.00
29 N -3.8361 0.0507 -0.0552  0.00
30 N -0.6211 -4.5015 1.1285  0.00
31 N -6.0037 -0.8089 1.3446  0.00
32 N 4.1663 -1.3384 -6.1458  0.00
33 N -2.5544 -0.0586 4.7503  0.00
34 N -2.3944 0.1696 7.4659  0.00
35 N 0.1662 5.3942 2.5206  0.00
36 N -1.0305 -4.8699 -1.3746  0.00
37 C -5.6033 -2.1532 1.6649  0.00
38 C -4.7357 -1.8905 7.6611  0.01
39 C 6.6520 -1.9738 -4.0473  0.00
40 C -3.2216 1.3618 7.6651  0.06
41 C 2.9896 6.8214 5.2300  0.01
42 C -3.1152 1.9254 -6.3194  0.00
43 C 3.3370 1.5136 -4.7493  0.00
44 C -2.8486 4.5434 -2.0780  0.02
45 C 0.5345 4.4836 5.8979  0.06
46 C 5.2264 1.3558 -3.2914  0.00
47 C 1.9001 4.5420 -2.6949  0.00
48 C 3.5513 2.4004 0.4092  0.00
49 C -0.1724 -5.2125 2.3487  0.01
50 C 1.4059 -0.3525 -1.8691  0.00
51 C 6.5110 -2.3653 0.7353  0.00
52 C 5.7337 -6.1872 -0.2227  0.00
53 C -1.8030 -4.5682 -2.5831  0.01
54 C -5.0899 -1.0402 -2.6625  0.00
55 C 1.3883 -0.8360 -0.5719  0.00
56 C 3.7262 1.2739 1.3791  0.00
57 C -0.8813 1.0897 -5.8468  0.00
58 C -3.0847 1.3974 -0.0641  0.01
59 C 3.3007 -1.9830 -5.2097  0.01
60 C 5.2864 -5.9382 -1.4707  0.01
61 C 4.7799 -5.5958 0.6564  0.00
62 C -7.3292 -1.2815 -1.6269  0.00
63 C 1.6895 2.7024 4.4762  0.02
64 C 0.5587 0.0404 0.1510  0.00
65 C 5.3661 -0.3148 0.4645  0.00
66 C -2.8997 -1.1386 0.1162  0.00
67 C -1.9606 -7.6926 -0.7764  0.00
68 C 0.3578 1.1219 -0.6370  0.00
69 C -0.5531 4.6269 -2.9105  0.00
70 C -3.7788 0.5213 4.1261  0.03
71 C 1.5342 7.9729 3.4241  0.02
72 C -4.8899 -2.1125 5.2169  0.01
73 C 2.9572 5.4811 -2.0393  0.00
74 C 7.8866 -0.8526 -5.7313  0.00
75 C -1.2894 0.1203 8.5074  0.02
76 C 3.9136 -1.5297 -7.5527  0.00
77 C -5.0042 3.1614 -7.0659  0.00
78 C 0.1750 5.2982 1.0373  0.01
79 C 0.2243 -5.6018 -1.7446  0.01
80 C 0.0156 1.2887 -7.0864  0.00
81 C 3.8029 -5.0097 -0.1180  0.00
82 C -2.7721 -7.3596 1.4400  0.00
83 C -6.8355 -0.1647 2.3781  0.01
84 C -1.2766 -0.0057 4.0296  0.01
85 C -1.1686 5.6516 3.1775  0.09
86 C -0.0275 -3.1758 0.9607  0.00
87 H -3.6294 1.5163 3.7069  0.03
88 H 2.7254 2.5964 4.1543  0.00
89 H -4.7741 -2.0840 2.3690  0.00
90 H 0.8863 3.8888 6.7409  0.01
91 H 2.4840 -1.2671 -5.1166  0.00
92 H 0.7011 -5.9428 -0.8257  0.00
93 H 2.1356 3.6687 -2.0866  0.00
94 H 3.0329 6.3805 -2.6504  0.00
95 H 0.6301 0.4385 -7.3823  0.00
96 H 4.4216 1.4996 2.1876  0.00
97 H -3.5732 4.4475 -2.8866  0.00
98 H -1.2877 -0.9547 3.4935  0.00
99 H -1.1471 -7.4582 -1.4630  0.00
100 H -2.2837 -3.6101 -2.3854  0.00
101 H -1.3731 0.1203 -5.9272  0.00
102 H -0.5195 -0.5499 8.1252  0.00
103 H -0.4633 0.1622 4.7356  0.00
104 H 3.7358 -2.5617 -7.8549  0.00
105 H 3.0133 -0.9868 -7.8406  0.00
106 H 4.7775 -5.4736 1.7295  0.00
107 H -1.5513 -0.2938 9.4810  0.00
108 H 8.0014 0.1696 -6.0917  0.00
109 H 2.8873 2.0867 -0.3964  0.00
110 H 1.5839 8.7751 4.1605  0.00
111 H -4.9195 2.9556 -8.1329  0.00
112 H -5.1690 -2.0264 -3.1200  0.00
113 H -1.6940 6.4720 2.6885  0.02
114 H 0.3772 0.0006 1.2149  0.00
115 H 7.5811 -1.9585 -3.4776  0.00
116 H 2.7646 1.2084 1.8883  0.00
117 H -2.3367 1.4015 0.7287  0.01
118 H -6.6860 -0.7459 3.2881  0.00
119 H -5.4362 -0.3570 -3.4379  0.00
120 H -3.4339 4.9640 -1.2603  0.01
121 H 0.5496 1.3215 -2.7688  0.00
122 H 4.6877 -1.1250 -8.2048  0.00
123 H 6.4242 -3.4475 0.8320  0.00
124 H -1.9620 -8.7478 -0.5030  0.00
125 H -2.7490 1.3809 -1.1010  0.00
126 H -2.3574 -6.8916 2.3329  0.00
127 H 3.0328 5.8935 5.8004  0.00
128 H -6.4018 0.8286 2.4945  0.01
129 H -4.5809 0.7237 4.8359  0.01
130 H -5.3155 -2.6145 0.7203  0.00
131 H 2.8531 -4.5014 -0.0411  0.00
132 H -0.6784 4.6529 0.8289  0.01
133 H -2.9213 -7.4441 -1.2272  0.00
134 H -0.4320 1.4527 -8.0666  0.00
135 H 2.7518 7.6164 5.9368  0.00
136 H 4.5437 2.6618 0.0421  0.00
137 H 2.3225 8.1563 2.6940  0.00
138 H 6.5826 -6.8219 -0.0154  0.00
139 H 7.9284 -1.6327 -6.4915  0.00
140 H 7.4944 -2.0262 0.4097  0.00
141 H -0.3008 -2.7603 -0.0092  0.00
142 H -0.0279 2.0629 -0.2734  0.00
143 H 3.8824 -2.1049 -4.2960  0.00
144 H 3.0287 1.1629 -5.7343  0.00
145 H -2.7832 2.1579 8.2668  0.02
146 H -5.8010 2.5574 -6.6318  0.00
147 H 0.5243 7.9860 3.0142  0.01
148 H -7.8433 0.1272 2.0830  0.00
149 H -3.4415 -2.0659 -0.0698  0.00
150 H -1.3535 0.6749 3.1817  0.01
151 H 0.9102 -5.1678 2.4679  0.00
152 H -0.8783 1.1235 8.6207  0.01
153 H -0.7392 -5.0208 3.2597  0.00
154 H 5.9565 -1.6539 -3.2713  0.00
155 H 1.7676 2.1398 5.4065  0.01
156 H -6.4000 -2.5822 2.2727  0.00
157 H -5.6788 -2.7926 5.5381  0.00
158 H -5.6799 -1.3665 7.8100  0.00
159 H 0.0369 -6.5301 -2.2844  0.00
160 H -0.3670 -6.2815 2.2619  0.00
161 H 2.5542 5.6509 -1.0409  0.00
162 H 3.7440 -4.7749 -2.1872  0.01
163 H 0.7353 5.5229 6.1580  0.01
164 H -5.4502 4.1560 -7.0601  0.00
165 H -4.0538 -0.2865 3.4479  0.00
166 H 8.7482 -1.0136 -5.0833  0.00
167 H -2.5435 -5.3639 -2.6650  0.00
168 H -0.5265 4.2384 5.8519  0.02
169 H 3.8318 7.0437 4.5748  0.00
170 H 0.2819 6.1825 0.4091  0.00
171 H -7.7926 -1.6963 -0.7317  0.00
172 H 5.6530 -6.2332 -2.4428  0.00
173 H 6.3995 -2.1530 1.7986  0.00
174 H -0.3849 0.9078 -4.8935  0.00
175 H -4.9888 -2.9328 7.8557  0.00
176 H 5.7753 2.1319 -3.8248  0.00
177 H -1.9502 -0.9608 -0.3887  0.00
178 H 4.5391 1.9560 -2.6951  0.00
179 H -3.7792 2.2328 0.0248  0.01
180 H -2.7189 -1.2153 1.1883  0.00
181 H 3.0980 -2.9640 -5.6393  0.01
182 H -1.0034 5.9809 4.2033  0.02
183 H -4.0398 -0.9397 -2.3880  0.00
184 H 5.9007 0.7502 -2.6859  0.00
185 H -1.1305 -4.4969 -3.4379  0.00
186 H 3.9073 4.9496 -1.9868  0.00
187 H -0.5362 -2.5151 1.6627  0.00
188 H 0.9504 -4.9273 -2.1983  0.00
189 H 0.6834 2.1279 -6.8916  0.00
190 H 0.9704 4.6390 0.6897  0.00
191 H 1.0655 2.1390 3.7824  0.00
192 H 1.8756 -0.7404 -2.7609  0.00
193 H -2.7564 3.5132 -1.7339  0.00
194 H 3.5155 2.5572 -4.4901  0.00
195 H -4.1480 -2.6649 4.6401  0.00
196 H -2.6518 -8.4381 1.5427  0.00
197 H 6.3532 -2.9024 -4.5335  0.00
198 H 3.1335 3.2171 0.9979  0.00
199 H -4.1301 -1.4632 8.4603  0.00
200 H 1.8602 -1.7526 -0.2501  0.00
201 H -3.5124 1.8125 6.7161  0.02
202 H -1.8241 4.7915 3.0407  0.04
203 H 1.8668 4.2780 -3.7519  0.00
204 H -4.1542 0.9587 8.0600  0.01
205 H 2.6032 1.2075 -4.0037  0.00
206 H -5.1464 -1.4158 4.4189  0.00
207 H 1.0537 -3.1450 1.0953  0.00
208 H -3.8105 -7.0296 1.4706  0.00
209 H -7.9883 -0.4538 -1.8887  0.00
210 H -7.4862 -2.0660 -2.3672  0.00